Record 1
{
  "formula": "C34H90ClF3Li2N4O12",
  "method": "the ωB97M-V functional and the def2-TZVPD basis",
  "energy_ev": -88335.426,
  "lumo_ha": 0.0029,
  "mol_weight_g_mol": 853.4,
  "fmax_ev_per_a": 2.617,
  "e_homo_ha": -0.284,
  "species": ["Li", "Li", "C", "O", "O", "C", "F", "F", "F", "C", "C", "H", "H", "H", "H", "H", "H", "Cl", "C", "C", "O", "H", "H", "H", "H", "H", "H", "C", "C", "O", "H", "H", "H", "H", "H", "H", "C", "C", "O", "H", "H", "H", "H", "H", "H", "C", "C", "O", "H", "H", "H", "H", "H", "H", "C", "C", "C", "O", "H", "H", "H", "H", "H", "H", "H", "H", "C", "C", "C", "O", "H", "H", "H", "H", "H", "H", "H", "H", "C", "C", "C", "O", "C", "N", "H", "H", "H", "H", "H", "H", "H", "H", "H", "H", "H", "C", "C", "C", "O", "C", "N", "H", "H", "H", "H", "H", "H", "H", "H", "H", "H", "H", "C", "C", "C", "O", "C", "N", "H", "H", "H", "H", "H", "H", "H", "H", "H", "H", "H", "C", "C", "C", "O", "C", "N", "H", "H", "H", "H", "H", "H", "H", "H", "H", "H", "H"],
  "coordinates": [[-0.115, -3.616, 1.431], [-1.404, 0.382, -0.020], [-1.799, -4.604, 3.079], [-0.967, -3.429, 3.380], [-1.502, -4.982, 1.908], [-1.654, -5.684, 4.341], [-0.412, -6.009, 4.730], [-2.334, -5.231, 5.495], [-2.268, -6.839, 4.103], [-1.276, -2.593, 4.455], [-0.584, -1.253, 4.291], [-0.800, -0.909, 3.277], [-0.992, -0.601, 5.052], [0.492, -1.407, 4.331], [-0.937, -3.135, 5.346], [-2.367, -2.517, 4.486], [-2.848, -4.327, 3.367], [-0.120, -1.529, 0.229], [-2.931, -2.293, -4.498], [-2.121, -1.132, -4.057], [-2.916, 0.056, -4.243], [-3.108, -2.224, -5.571], [-3.885, -2.177, -3.982], [-2.495, -3.262, -4.261], [-1.232, -0.992, -4.664], [-1.901, -1.114, -2.992], [-3.246, 0.037, -5.147], [3.159, -1.229, 3.096], [3.488, -1.964, 4.372], [3.304, -3.378, 4.159], [2.192, -1.562, 2.708], [3.899, -1.459, 2.337], [3.163, -0.155, 3.276], [2.860, -1.574, 5.178], [4.490, -1.657, 4.683], [3.619, -3.871, 4.919], [-2.726, -4.441, -1.543], [-1.606, -5.185, -2.203], [-1.057, -6.169, -1.327], [-3.500, -5.122, -1.173], [-3.235, -3.788, -2.258], [-2.414, -3.872, -0.663], [-0.830, -4.457, -2.432], [-1.935, -5.666, -3.119], [-0.332, -6.611, -1.771], [-0.291, 3.496, -4.207], [-0.539, 4.505, -3.089], [-0.673, 3.855, -1.853], [0.054, 3.967, -5.130], [-1.215, 2.956, -4.388], [0.565, 2.907, -3.883], [-1.493, 4.989, -3.310], [0.287, 5.209, -3.035], [0.149, 3.442, -1.557], [-4.019, 0.228, 3.741], [-5.301, 0.979, 3.461], [-6.347, 0.857, 4.563], [-4.948, 2.347, 3.247], [-4.210, -0.840, 3.850], [-3.622, 0.641, 4.675], [-3.356, 0.359, 2.890], [-5.769, 0.571, 2.566], [-5.910, 1.177, 5.514], [-6.718, -0.160, 4.630], [-7.206, 1.507, 4.374], [-5.737, 2.884, 3.136], [-3.911, 5.373, 2.993], [-2.628, 4.875, 2.403], [-1.414, 5.574, 3.001], [-2.501, 3.473, 2.678], [-4.070, 6.438, 2.807], [-3.840, 5.178, 4.062], [-4.757, 4.873, 2.522], [-2.594, 5.051, 1.324], [-1.413, 5.368, 4.068], [-1.491, 6.648, 2.834], [-0.464, 5.240, 2.573], [-3.369, 3.072, 2.806], [-4.336, 2.417, -2.282], [-3.444, 1.686, -1.263], [-4.108, 0.403, -0.795], [-3.340, -0.081, 0.302], [-3.685, -1.353, 0.884], [-2.125, 1.359, -1.820], [-3.793, 3.286, -2.676], [-5.197, 2.893, -1.808], [-4.627, 1.745, -3.081], [-3.216, 2.297, -0.383], [-4.145, -0.292, -1.638], [-5.132, 0.578, -0.443], [-2.871, -1.639, 1.549], [-3.801, -2.059, 0.066], [-4.629, -1.152, 1.391], [-1.658, 2.238, -2.022], [-2.272, 0.940, -2.730], [0.847, 1.562, 2.468], [0.666, 2.342, 1.150], [1.646, 1.883, 0.067], [1.521, 2.718, -1.099], [2.326, 2.308, -2.183], [-0.726, 2.129, 0.758], [-0.002, 1.877, 3.068], [1.746, 1.832, 3.017], [0.871, 0.494, 2.278], [0.870, 3.398, 1.350], [1.552, 0.835, -0.229], [2.688, 1.958, 0.397], [2.338, 3.146, -2.864], [1.951, 1.372, -2.621], [3.309, 2.006, -1.792], [-0.997, 2.760, 0.014], [-1.388, 2.366, 1.492], [7.416, 1.056, -1.750], [6.324, 1.678, -0.922], [5.475, 0.688, -0.134], [4.710, -0.095, -1.058], [3.864, -1.012, -0.372], [6.934, 2.647, 0.063], [8.060, 1.799, -2.231], [6.988, 0.489, -2.577], [8.020, 0.368, -1.152], [5.650, 2.164, -1.632], [4.734, 1.190, 0.496], [6.160, 0.141, 0.521], [4.482, -1.713, 0.192], [3.225, -1.523, -1.091], [3.123, -0.556, 0.297], [7.582, 3.181, -0.482], [6.221, 3.149, 0.558], [6.080, -2.890, -5.219], [5.632, -1.733, -4.326], [4.103, -1.403, -4.401], [3.375, -2.464, -3.796], [2.029, -2.191, -3.522], [6.013, -2.035, -2.939], [7.155, -2.999, -5.026], [5.901, -2.638, -6.270], [5.610, -3.818, -4.907], [6.159, -0.843, -4.671], [3.840, -1.227, -5.446], [3.973, -0.503, -3.803], [1.438, -2.144, -4.438], [1.850, -1.314, -2.906], [1.646, -3.052, -2.973], [5.771, -1.276, -2.332], [5.553, -2.867, -2.641]]
}

Record 2
{
  "formula": "C3H3IN2O",
  "method": "the ωB97M-V functional and the def2-TZVPD basis",
  "energy_ev": -16282.279,
  "lumo_ha": [-0.0455, -0.1150],
  "mol_weight_g_mol": 210.0,
  "fmax_ev_per_a": 2.613,
  "e_homo_ha": [-0.343, -0.347],
  "species": ["C", "C", "C", "N", "N", "O", "I", "H", "H", "H"],
  "coordinates": [[-1.123, 1.058, -0.400], [-0.542, -0.094, 0.087], [0.570, 1.721, 0.653], [-0.339, 2.124, -0.086], [0.618, 0.374, 0.745], [1.408, -0.447, 1.448], [4.670, 0.043, -0.098], [-1.882, 1.237, -1.177], [-0.613, -1.202, 0.018], [0.921, -0.714, 2.275]]
}

Record 3
{
  "formula": "C23H22LiN2O",
  "method": "the ωB97M-V functional and the def2-TZVPD basis",
  "energy_ev": -29436.597,
  "lumo_ha": 0.0792,
  "charge": -1,
  "mol_weight_g_mol": 349.4,
  "fmax_ev_per_a": 7.015,
  "e_homo_ha": -0.011,
  "species": ["C", "N", "C", "C", "N", "C", "C", "C", "C", "C", "C", "C", "C", "C", "C", "C", "O", "H", "H", "H", "H", "H", "H", "H", "H", "H", "H", "H", "H", "H", "H", "H", "C", "Li", "C", "C", "C", "C", "C", "C", "C", "C", "H", "H", "H", "H", "H", "H", "H"],
  "coordinates": [[1.467, -2.670, 3.407], [2.586, -1.735, 3.395], [3.896, -2.212, 3.388], [4.716, -1.141, 3.402], [3.915, 0.001, 3.416], [4.493, 1.341, 3.431], [2.609, -0.370, 3.412], [1.498, 0.596, 3.474], [0.107, 0.045, 3.387], [-0.624, -0.159, 4.525], [-1.935, -0.782, 4.501], [-2.588, -1.010, 5.740], [-3.835, -1.635, 5.781], [-4.454, -2.053, 4.598], [-3.823, -1.838, 3.369], [-2.568, -1.209, 3.317], [1.732, 1.805, 3.555], [0.487, -2.175, 3.378], [1.521, -3.354, 2.536], [1.492, -3.300, 4.321], [4.151, -3.255, 3.384], [5.792, -1.142, 3.414], [3.699, 2.091, 3.431], [5.119, 1.488, 4.331], [5.135, 1.500, 2.545], [-0.275, -0.146, 2.402], [-0.210, 0.072, 5.489], [-2.099, -0.688, 6.660], [-4.324, -1.793, 6.745], [-5.428, -2.546, 4.636], [-4.305, -2.158, 2.441], [-2.079, -1.064, 2.344], [-3.415, 3.229, -0.834], [-1.199, 3.633, 0.132], [-3.515, 2.261, 0.150], [-2.374, 1.406, 0.029], [-1.528, 1.867, -1.019], [-2.216, 3.113, -1.639], [-1.380, 4.166, -2.078], [0.035, 4.031, -2.100], [0.653, 2.918, -1.540], [-0.117, 1.886, -0.940], [-4.300, 3.573, -1.369], [-4.385, 2.015, 0.775], [-2.263, 0.470, 0.577], [-1.825, 5.118, -2.390], [0.651, 4.803, -2.570], [1.744, 2.829, -1.567], [0.393, 1.090, -0.388]]
}

Record 4
{
  "formula": "C8H10N2O2",
  "method": "the ωB97M-V functional and the def2-TZVPD basis",
  "energy_ev": -15530.333,
  "lumo_ha": 0.0269,
  "mol_weight_g_mol": 166.2,
  "fmax_ev_per_a": 3.195,
  "e_homo_ha": -0.315,
  "species": ["C", "O", "C", "C", "C", "C", "N", "C", "C", "O", "C", "N", "H", "H", "H", "H", "H", "H", "H", "H", "H", "H"],
  "coordinates": [[-1.981, -1.570, -2.099], [-2.063, -0.334, -1.449], [-1.006, 0.197, -0.681], [-0.705, 1.487, -0.895], [0.374, 2.092, -0.106], [1.664, 1.671, -0.619], [2.754, 1.498, -0.926], [0.190, 1.473, 1.375], [0.338, 0.000, 1.129], [1.175, -0.638, 1.944], [1.542, -1.974, 1.638], [-0.178, -0.578, 0.121], [-2.661, -1.441, -3.107], [-2.474, -2.317, -1.438], [-0.971, -1.824, -2.238], [-1.254, 2.194, -1.503], [0.326, 3.282, -0.072], [0.865, 1.962, 2.096], [-0.888, 1.640, 1.730], [0.602, -2.475, 1.493], [1.927, -2.458, 2.641], [2.425, -1.886, 0.964]]
}

Record 5
{
  "formula": "C4H10OS2",
  "method": "the ωB97M-V functional and the def2-TZVPD basis",
  "energy_ev": -28027.787,
  "lumo_ha": 0.0217,
  "mol_weight_g_mol": 138.3,
  "fmax_ev_per_a": 2.243,
  "e_homo_ha": -0.318,
  "species": ["C", "C", "S", "C", "S", "C", "H", "H", "H", "H", "H", "H", "H", "H", "O", "H", "H"],
  "coordinates": [[-1.365, -0.739, -0.777], [-2.209, -0.345, 0.511], [-1.290, -0.917, 1.882], [0.111, 0.167, 1.620], [1.170, -0.076, 0.171], [-0.219, 0.253, -0.934], [-1.057, -1.800, -0.703], [-2.037, -0.644, -1.652], [-3.210, -0.807, 0.413], [-2.350, 0.750, 0.589], [-0.270, 1.207, 1.625], [0.757, 0.041, 2.509], [-0.464, 1.327, -0.830], [0.316, 0.121, -1.894], [4.319, 0.741, -0.709], [3.366, 0.927, -0.869], [4.431, -0.206, -0.951]]
}

Record 6
{
  "formula": "C22H42O13P2",
  "method": "the ωB97M-V functional and the def2-TZVPD basis",
  "energy_ev": -68686.743,
  "lumo_ha": -0.0609,
  "mol_weight_g_mol": 576.5,
  "fmax_ev_per_a": 2.376,
  "e_homo_ha": -0.341,
  "species": ["O", "C", "C", "C", "C", "C", "C", "O", "C", "O", "C", "P", "P", "O", "O", "O", "C", "C", "C", "C", "C", "C", "C", "H", "H", "H", "H", "H", "H", "H", "H", "H", "H", "H", "H", "H", "H", "C", "O", "H", "H", "H", "H", "C", "O", "H", "H", "H", "H", "C", "O", "H", "H", "H", "H", "C", "O", "H", "H", "H", "H", "C", "O", "H", "H", "H", "H", "C", "O", "H", "H", "H", "H", "C", "O", "H", "H", "H", "H"],
  "coordinates": [[1.078, -2.306, 0.844], [0.084, -2.414, 0.163], [-1.185, -2.877, 0.738], [-2.298, -3.038, 0.018], [-3.584, -3.481, 0.664], [-4.368, -4.515, -0.149], [-3.735, -5.828, -0.347], [-4.917, -5.584, 0.544], [-2.254, -2.731, -1.434], [-3.252, -2.842, -2.115], [-0.985, -2.239, -2.051], [-1.154, -1.929, -3.843], [-0.822, 0.214, -4.059], [-1.423, 0.998, -2.984], [0.737, 0.532, -4.266], [-1.477, 0.529, -5.490], [0.114, -2.067, -1.300], [1.408, -1.540, -1.790], [1.716, -0.214, -1.531], [2.922, 0.325, -1.950], [3.827, -0.486, -2.614], [3.525, -1.815, -2.871], [2.315, -2.349, -2.465], [-1.189, -3.073, 1.802], [-3.354, -3.975, 1.605], [-4.229, -2.609, 0.807], [-4.953, -4.145, -0.985], [-4.025, -6.389, -1.223], [-3.058, -6.247, 0.383], [0.031, -2.455, -4.390], [1.044, 0.255, -5.137], [-1.313, -0.167, -6.139], [1.006, 0.414, -1.010], [3.131, 1.361, -1.728], [4.777, -0.087, -2.941], [4.257, -2.427, -3.378], [2.073, -3.385, -2.658], [3.357, 3.730, 0.725], [3.997, 2.472, 0.517], [3.140, 4.154, -0.254], [2.420, 3.605, 1.273], [4.005, 4.410, 1.277], [4.195, 2.089, 1.379], [3.187, 6.215, 4.224], [4.149, 5.451, 3.503], [2.596, 6.760, 3.492], [2.522, 5.573, 4.806], [3.668, 6.933, 4.893], [4.678, 4.965, 4.141], [-6.298, -1.210, -2.967], [-5.409, -1.909, -3.831], [-7.080, -0.757, -3.575], [-6.759, -1.891, -2.246], [-5.768, -0.430, -2.424], [-4.751, -2.291, -3.241], [-6.851, 0.322, 0.697], [-5.779, -0.378, 0.064], [-7.709, -0.345, 0.712], [-6.594, 0.601, 1.720], [-7.113, 1.222, 0.135], [-5.018, 0.210, 0.045], [6.923, -0.005, 1.062], [5.550, 0.300, 1.284], [7.375, -0.227, 2.025], [7.028, -0.876, 0.409], [7.445, 0.846, 0.616], [5.151, 0.500, 0.431], [7.906, 1.429, 4.849], [8.869, 0.671, 4.127], [7.332, 1.994, 4.119], [7.224, 0.781, 5.407], [8.384, 2.127, 5.542], [9.384, 0.163, 4.759], [-5.856, 3.674, 1.935], [-6.564, 2.868, 2.872], [-6.072, 3.284, 0.944], [-6.181, 4.716, 1.978], [-4.777, 3.629, 2.104], [-6.376, 3.209, 3.750]]
}

Quick rundown of energy above the lowest of the compared OMol25 structures with the same formula, charge and spin, same order as above: 0.00; 455.17; 229.35; 354.63; 77.65; 0.00 kJ/mol